1.
ORCA calculation (ωB97M-V with the def2-TZVPD basis set) on a cluster of 8 separate species, C24H59NO12 in total at a distorted geometry.

As for the charge: 0. As for the frontier orbital gap: 9.055 eV. As for the total energy: -1907.2209 Ha. Its lowest unoccupied orbital energy is -0.65 eV.

Cartesian coordinates (Å):
O: -5.44507 0.37928 3.78790
N: -5.79174 0.01657 2.64894
O: -4.59768 -0.01488 1.97813
C: -4.47942 -1.24458 1.17928
C: -3.83884 -2.60339 1.83561
O: -2.69295 -2.87662 0.91141
C: -2.23429 -1.47857 0.63387
O: -1.00266 -0.98269 0.81009
O: -3.48276 -0.85259 0.15766
H: -5.43762 -1.65576 0.62076
H: -3.36317 -2.49753 2.90005
H: -4.42023 -3.62123 1.77729
C: -2.70193 0.57623 -3.85988
C: -2.03341 1.81287 -3.28094
C: -0.87044 1.44137 -2.37478
O: -2.99057 2.56274 -2.53727
H: -3.10825 -0.05840 -3.06428
H: -3.54466 0.85836 -4.50001
H: -1.99518 -0.01433 -4.45115
H: -1.67607 2.45323 -4.09470
H: -1.21188 0.83744 -1.52662
H: -0.40668 2.34072 -1.95559
H: -0.10873 0.87683 -2.92154
H: -3.31339 2.00201 -1.81239
C: -1.48453 -6.28176 5.15225
C: -2.01155 -5.76647 3.82255
C: -1.37040 -6.49521 2.65229
O: -1.74031 -4.37129 3.71575
H: -0.40310 -6.12410 5.23282
H: -1.94545 -5.73983 5.98496
H: -1.69170 -7.34977 5.27182
H: -3.09898 -5.89276 3.78371
H: -0.28500 -6.34509 2.64431
H: -1.75001 -6.10552 1.70168
H: -1.57423 -7.56961 2.69686
H: -0.77691 -4.24955 3.74928
C: -5.79369 5.13743 2.49176
C: -5.42535 3.88869 1.70668
C: -4.62308 4.23307 0.46194
O: -6.61498 3.20179 1.32659
H: -6.41400 5.81044 1.88918
H: -6.38131 4.87542 3.37809
H: -4.89908 5.68032 2.81241
H: -4.84513 3.21162 2.34299
H: -5.20191 4.87400 -0.21250
H: -4.37564 3.32585 -0.09962
H: -3.69333 4.74876 0.72173
H: -7.13654 3.79544 0.76124
C: -2.26245 1.49372 -7.65258
C: -0.84171 0.97338 -7.80127
C: 0.15644 2.11384 -7.92240
O: -0.75967 0.14897 -8.96107
H: -2.55743 2.08347 -8.52780
H: -2.97119 0.66197 -7.57894
H: -2.36236 2.11924 -6.76006
H: -0.58562 0.35021 -6.93753
H: -0.05285 2.72550 -8.80714
H: 1.17321 1.72437 -8.04116
H: 0.12912 2.75790 -7.03792
H: -0.98544 0.69398 -9.73311
C: 3.80978 3.61315 -2.32703
C: 2.89211 2.52411 -2.85924
C: 3.45955 1.88724 -4.11782
O: 1.61350 3.08358 -3.14846
H: 3.93277 4.41608 -3.06258
H: 3.38283 4.07100 -1.42835
H: 4.79742 3.21133 -2.08011
H: 2.74775 1.75651 -2.09118
H: 3.57011 2.62899 -4.91675
H: 2.78272 1.11385 -4.49650
H: 4.43664 1.43359 -3.92456
H: 1.73188 3.76626 -3.82964
C: 1.96229 -5.95789 7.84646
C: 2.50600 -4.65323 7.28644
C: 2.81794 -3.66122 8.39560
O: 1.54643 -4.08365 6.39969
H: 1.02880 -5.78996 8.39532
H: 1.73064 -6.65757 7.03632
H: 2.68406 -6.42922 8.52082
H: 3.41256 -4.85187 6.70450
H: 1.91481 -3.41195 8.96386
H: 3.19673 -2.72261 7.97709
H: 3.56543 -4.06365 9.08636
H: 0.73799 -3.90388 6.90780
C: 8.97186 1.93194 -1.64341
C: 8.03758 2.63565 -0.67218
C: 8.40895 2.33430 0.77105
O: 6.69849 2.21129 -0.91359
H: 8.91758 0.84432 -1.52106
H: 8.68511 2.14790 -2.67814
H: 10.00864 2.24899 -1.49370
H: 8.07461 3.71693 -0.84376
H: 8.33472 1.26100 0.97890
H: 7.72063 2.83738 1.45861
H: 9.42883 2.66350 0.99317
H: 6.65607 1.25224 -0.76360

The Löwdin scheme yields these atomic charges, measured in e: O 0.027; N 0.029; O -0.069; C -0.216; C -0.057; O -0.068; C -0.226; O 0.057; O 0.002; H 0.191; H 0.145; H 0.158; C -0.063; C -0.492; C -0.060; O -0.061; H 0.075; H 0.076; H 0.075; H 0.132; H 0.068; H 0.074; H 0.079; H 0.077; C -0.065; C -0.499; C -0.060; O -0.068; H 0.070; H 0.081; H 0.081; H 0.137; H 0.085; H 0.078; H 0.081; H 0.100; C -0.067; C -0.507; C -0.055; O -0.070; H 0.081; H 0.080; H 0.081; H 0.132; H 0.086; H 0.066; H 0.086; H 0.092; C -0.067; C -0.504; C -0.065; O -0.060; H 0.081; H 0.082; H 0.071; H 0.134; H 0.081; H 0.080; H 0.075; H 0.092; C -0.059; C -0.495; C -0.062; O -0.078; H 0.081; H 0.084; H 0.057; H 0.142; H 0.080; H 0.076; H 0.079; H 0.095; C -0.069; C -0.504; C -0.067; O -0.069; H 0.082; H 0.075; H 0.080; H 0.140; H 0.082; H 0.081; H 0.080; H 0.091; C -0.068; C -0.500; C -0.067; O -0.071; H 0.081; H 0.080; H 0.080; H 0.141; H 0.081; H 0.081; H 0.080; H 0.096

2.
ORCA calculation (ωB97M-V with the def2-TZVPD basis set) on a structure of composition C24H59NO6 at a distorted geometry.

As for the charge: 0. As for the frontier orbital gap: 7.841 eV. As for the total energy: -1454.9485 Ha. Its lowest unoccupied orbital energy is 0.49 eV.

Cartesian coordinates (Å):
C: -0.53751 -3.28084 -0.45539
C: -1.34249 -3.22162 -1.74406
C: -2.02505 -1.88491 -2.07683
O: -0.43076 -3.50433 -2.81391
H: -1.23918 -3.30042 0.37849
H: 0.08492 -2.43709 -0.15744
H: -0.06863 -4.26356 -0.50547
H: -2.04462 -4.05486 -1.77234
H: -1.27836 -1.18676 -2.45518
H: -2.47622 -1.23705 -1.32529
H: -2.86798 -2.01624 -2.75530
H: 0.15973 -4.20521 -2.52812
C: 2.80580 -2.73975 -3.61635
C: 2.90182 -2.31694 -2.04127
C: 4.32875 -2.59501 -1.55129
O: 2.46544 -1.10448 -1.62397
H: 1.78142 -2.90147 -3.95191
H: 3.29561 -3.69675 -3.79616
H: 3.25048 -1.95229 -4.22482
H: 2.30762 -2.98664 -1.41955
H: 4.61692 -2.13457 -0.60629
H: 5.10288 -2.20119 -2.20988
H: 4.59954 -3.65040 -1.52100
H: 2.68223 -0.37785 -2.21271
C: 0.00563 2.87248 2.79146
C: 1.37504 2.58699 3.18615
C: 1.91825 1.25021 2.80355
O: 2.24292 3.54637 2.63703
H: -0.36153 3.63061 3.48321
H: -0.62821 1.98634 2.75849
H: -0.14909 3.24973 1.78060
H: 1.35227 2.62631 4.27520
H: 2.03086 1.14651 1.72434
H: 1.27815 0.43342 3.13705
H: 2.90212 1.24867 3.27271
H: 2.30799 3.50166 1.68028
C: 0.07329 -1.07205 1.63583
C: 1.48381 -1.20488 1.28306
C: 1.95292 -2.69581 1.31700
O: 1.70046 -0.65233 0.02077
H: 0.03806 -0.01286 1.89081
H: 0.01927 -1.50981 2.63260
H: -0.77489 -1.42301 1.04805
H: 2.07239 -0.58561 1.95995
H: 1.44059 -3.26186 0.53905
H: 1.78363 -3.17164 2.28292
H: 3.01145 -2.81426 1.08554
H: 2.23054 -1.21634 -0.54713
C: -2.38268 -0.95764 1.47014
C: -3.70454 -1.28977 0.66799
C: -4.88977 -0.32321 0.84137
O: -3.44155 -1.48638 -0.62722
H: -2.65907 -1.19634 2.49715
H: -2.02519 0.06183 1.32530
H: -1.54719 -1.54408 1.08788
H: -4.01110 -2.27137 1.02937
H: -5.85764 -0.82304 0.80262
H: -4.87672 0.53838 0.17384
H: -4.98511 -0.01461 1.88242
H: -4.23387 -1.83208 -1.04474
C: 0.93112 0.92677 -1.70018
C: 0.93167 2.07019 -0.61863
C: 0.63753 3.46041 -1.32592
C: -0.77248 3.61949 -1.90999
C: -1.66575 3.51362 -0.70943
C: -1.45516 2.25529 0.20844
N: -0.10959 1.69397 0.31741
O: 0.17181 0.67327 1.15305
C: -2.02617 2.63935 1.58272
C: -2.37875 1.13648 -0.36430
C: 2.27329 2.10781 0.12318
H: 0.00575 0.86322 -2.27268
H: 1.00223 0.02190 -1.09664
H: 1.84981 0.92415 -2.28677
H: 0.81769 4.21449 -0.55976
H: 1.51061 3.49565 -1.97752
H: -1.08033 2.88679 -2.65597
H: -0.93458 4.54363 -2.46477
H: -2.66591 3.46991 -1.14055
H: -1.36190 4.39818 -0.14965
H: -1.78304 1.90448 2.35015
H: -1.54166 3.55859 1.91185
H: -3.09827 2.78573 1.71423
H: -2.29421 0.97139 -1.43840
H: -2.29930 0.14000 0.07022
H: -3.41474 1.41198 -0.16706
H: 2.72315 1.12227 0.24330
H: 2.23452 2.54793 1.11961
H: 2.99074 2.71847 -0.42497
H: 0.03809 -0.14573 0.67039

The Löwdin scheme yields these atomic charges, measured in e: C -0.042; C -0.411; C -0.057; O -0.072; H 0.095; H 0.054; H 0.095; H 0.131; H 0.076; H -0.062; H 0.091; H 0.066; C 0.005; C -0.393; C -0.050; O -0.020; H 0.054; H 0.073; H 0.073; H 0.121; H 0.077; H 0.075; H 0.084; H 0.130; C -0.096; C -0.449; C -0.067; O -0.038; H 0.120; H 0.062; H 0.072; H 0.146; H 0.030; H 0.098; H 0.117; H 0.035; C -0.191; C -0.387; C -0.002; O -0.141; H -0.089; H 0.148; H -0.008; H 0.111; H 0.035; H 0.086; H 0.069; H -0.129; C -0.023; C -0.428; C -0.029; O -0.097; H 0.128; H 0.058; H -0.009; H 0.142; H 0.075; H 0.067; H 0.083; H 0.152; C 0.011; C -0.391; C -0.100; C -0.186; C -0.122; C -0.386; N -0.077; O -0.091; C -0.083; C -0.031; C -0.009; H 0.084; H 0.039; H 0.081; H 0.115; H 0.112; H 0.104; H 0.112; H 0.126; H 0.121; H 0.065; H 0.063; H 0.106; H 0.099; H 0.021; H 0.070; H 0.101; H 0.028; H 0.109; H 0.068